The following is a DFT calculation (ωB97M-V with the def2-TZVPD basis set) of a molecular structure, C20H48Cl2FNO19S6 in a non-equilibrium geometry.

Geometry (Å):
C  2.118  -4.782  -2.846
C  3.587  -4.746  -2.069
Cl  4.583  -6.153  -2.845
C  4.420  -3.340  -2.384
Cl  5.638  -3.788  -3.742
N  5.064  -2.726  -1.162
C  6.110  -1.689  -1.500
C  5.561  -0.535  -2.578
O  6.259  -0.351  -3.706
O  4.380  0.318  -2.318
S  3.849  -2.143  -0.054
O  2.540  -1.623  -0.768
O  4.305  -0.977  0.867
F  3.277  -3.389  1.034
H  2.267  -4.239  -3.894
H  1.255  -4.275  -2.236
H  1.923  -5.928  -3.085
H  3.525  -5.009  -0.931
H  3.623  -2.629  -2.917
H  7.113  -2.147  -1.960
H  6.485  -1.056  -0.560
H  4.425  0.662  -1.367
O  0.393  0.207  4.714
S  0.344  1.504  4.071
O  -0.829  1.964  3.359
O  1.642  1.664  3.099
C  1.887  0.665  2.118
C  0.975  0.835  0.917
C  0.802  2.742  5.258
H  1.792  -0.337  2.549
H  2.927  0.781  1.796
H  -0.066  0.632  1.183
H  1.260  0.148  0.115
H  1.018  1.862  0.539
H  1.716  2.426  5.764
H  -0.013  2.836  5.978
H  0.951  3.691  4.739
O  -6.577  -0.586  0.871
S  -5.465  -1.492  1.069
O  -5.275  -2.215  2.309
O  -4.079  -0.720  0.697
C  -3.794  0.517  1.336
C  -3.286  0.304  2.750
C  -5.438  -2.657  -0.270
H  -4.670  1.174  1.323
H  -3.013  1.009  0.747
H  -4.074  -0.099  3.393
H  -2.945  1.248  3.184
H  -2.460  -0.414  2.762
H  -5.529  -2.114  -1.212
H  -6.283  -3.335  -0.144
H  -4.501  -3.217  -0.231
O  1.743  -6.441  5.194
S  0.583  -5.937  4.488
O  0.666  -5.441  3.131
O  -0.154  -4.814  5.411
C  0.612  -3.718  5.894
C  0.828  -2.676  4.812
C  -0.700  -7.161  4.560
H  1.564  -4.061  6.311
H  0.043  -3.268  6.714
H  1.474  -3.063  4.019
H  1.301  -1.781  5.227
H  -0.122  -2.396  4.347
H  -0.804  -7.503  5.591
H  -0.409  -7.992  3.916
H  -1.631  -6.718  4.200
O  -2.984  4.283  -3.538
S  -3.733  4.688  -2.367
O  -3.431  4.177  -1.047
O  -5.323  4.481  -2.657
C  -5.778  3.204  -3.083
C  -5.871  2.234  -1.921
C  -3.750  6.461  -2.292
H  -5.140  2.809  -3.880
H  -6.777  3.347  -3.509
H  -4.878  1.993  -1.530
H  -6.346  1.300  -2.234
H  -6.446  2.668  -1.097
H  -4.028  6.854  -3.271
H  -2.747  6.796  -2.023
H  -4.464  6.775  -1.528
O  3.098  4.550  -2.461
S  2.953  4.151  -3.846
O  3.275  5.041  -4.940
O  1.449  3.565  -4.074
C  0.339  4.371  -3.702
C  0.068  5.449  -4.734
C  3.825  2.624  -4.089
H  0.487  4.802  -2.706
H  -0.531  3.708  -3.640
H  0.877  6.185  -4.754
H  -0.863  5.976  -4.507
H  -0.002  5.018  -5.737
H  3.547  1.928  -3.296
H  4.894  2.837  -4.045
H  3.565  2.221  -5.070

Computed properties:
DFT total energy, hartree: -5684.242213
LUMO level, eV: -2.0